A molecular structure, C27H24Br2MnN4O4S. Source: the Open Molecules 2025 dataset; level of theory: wB97M-V/def2-TZVPD.

The LUMO energy (spin up / spin down) comes out at -0.137 / -0.150 Ha. As for the highest occupied orbital energy (spin up / spin down): -10.80 / -11.01 eV. Its HOMO-LUMO gap (spin up / spin down) is 7.08 / 6.92 eV. The value obtained for the electronic energy is -8260.30417 a.u. Its expectation value of S² is 6.050.

```
! RIJCOSX wB97M-V def2-TZVPD def2/J DEFGRID3
* xyz 1 5
Mn 0.2237 0.2719 -0.4514
C 3.3586 -2.2443 -1.8380
O 3.3747 -3.0933 -0.7064
C 3.0839 -2.5817 0.5178
C 3.7351 -3.1567 1.5988
C 3.4756 -2.7485 2.9024
C 2.5688 -1.7421 3.1408
C 1.8848 -1.1212 2.0809
C 0.9455 -0.0915 2.3646
N 0.2630 0.5641 1.4577
N -0.6039 1.5134 1.8664
C -1.0810 2.1916 0.8427
O -0.6266 1.9243 -0.3388
C -2.1875 3.1369 0.9875
C -3.0848 3.0162 2.0509
C -4.2189 3.8049 2.0867
C -4.4629 4.7229 1.0742
C -3.5592 4.8686 0.0311
C -2.4302 4.0745 -0.0194
C 2.1349 -1.5403 0.7292
O 1.4921 -0.9908 -0.2596
H 3.9902 -2.7379 -2.5768
H 3.7834 -1.2662 -1.5970
H 2.3442 -2.1251 -2.2334
H 4.4651 -3.9230 1.3974
H 4.0106 -3.2112 3.7158
H 2.3809 -1.4021 4.1477
H 0.7789 0.1737 3.4052
H -2.8928 2.2892 2.8247
H -4.9228 3.6935 2.8980
H -5.3579 5.3251 1.0954
H -3.7411 5.5956 -0.7459
H -1.7206 4.1726 -0.8274
Br -1.3331 0.0868 -6.9399
C -0.8676 0.0406 -5.1110
C 0.4638 0.1303 -4.7102
C 0.7347 0.1282 -3.3575
N -0.2060 0.0261 -2.4112
C -1.4999 -0.0804 -2.7971
C -1.8561 -0.0648 -4.1432
C -2.5066 -0.1742 -1.7272
C -3.8671 0.0132 -1.9625
C -4.7440 -0.0413 -0.8898
Br -6.5866 0.2616 -1.1740
C -4.2504 -0.2937 0.3838
C -2.8840 -0.4574 0.5252
N -2.0306 -0.4033 -0.4901
H 1.2559 0.2137 -5.4375
H 1.7577 0.2126 -3.0055
H -2.8871 -0.1484 -4.4440
H -4.2529 0.2324 -2.9446
H -4.9062 -0.3772 1.2349
H -2.4594 -0.6403 1.5011
C 0.0304 -4.2973 1.3491
S -0.6064 -3.0715 0.1292
C -0.0945 -4.0209 -1.3666
O -2.0702 -3.1633 0.1773
H -0.5357 -5.2180 1.2732
H -0.0892 -3.8732 2.3403
H 1.0814 -4.4644 1.1503
H 0.9782 -4.1738 -1.3500
H -0.3697 -3.4365 -2.2397
H -0.6203 -4.9687 -1.3797
*
```

***

A molecular structure, C27H24Br2N8O5RuS2. Source: the Open Molecules 2025 dataset; level of theory: wB97M-V/def2-TZVPD.

The LUMO energy (spin up / spin down) comes out at -0.245 / -0.293 Ha. As for the highest occupied orbital energy (spin up / spin down): -12.24 / -12.24 eV. Its HOMO-LUMO gap (spin up / spin down) is 5.57 / 4.26 eV. The value obtained for the electronic energy is -7896.08539 a.u. Its expectation value of S² is 6.037. The energy above the lowest of the compared OMol25 structures with the same formula, charge and spin comes out at 48.7 kcal/mol.

```
! RIJCOSX wB97M-V def2-TZVPD def2/J DEFGRID3
* xyz 2 5
Ru 5.7359 8.6523 16.6231
Br 7.2715 7.9154 22.8370
C 7.2845 8.1547 20.9527
C 6.8568 9.4398 20.5292
C 6.6187 9.5810 19.2020
N 6.6440 8.5784 18.3614
C 7.2575 7.3710 18.6679
C 7.5817 7.1860 20.0395
C 7.4472 6.4616 17.5709
C 8.1621 5.2346 17.6908
C 7.9763 4.3780 16.6139
Br 8.1522 2.4909 16.7824
C 7.5362 4.8370 15.3431
C 6.9913 6.0979 15.2550
N 6.8364 6.8822 16.4151
H 6.7127 10.2919 21.1500
H 6.1665 10.4909 18.8103
H 8.0455 6.2539 20.2879
H 8.5313 4.8503 18.6353
H 7.4117 4.2224 14.4506
H 6.4775 6.5311 14.3400
O 5.1740 8.0996 14.7544
N 3.8637 7.6389 14.7388
N 3.5182 7.1519 15.8908
O 4.2098 7.4297 17.0060
C 2.1439 6.7615 16.0602
C 1.6298 6.6789 17.3491
C 0.2317 6.7155 17.4680
C -0.6045 7.0036 16.3916
C -0.0360 7.0754 15.0910
C 1.3099 6.8940 14.9129
H 2.2649 6.7867 18.2585
H -0.2152 6.4262 18.3825
H -1.6380 7.2360 16.5313
H -0.7401 7.2786 14.2771
H 1.7514 6.7788 13.9017
C 9.2616 10.5349 14.9171
C 7.9278 9.9096 14.9318
N 7.6325 9.0742 13.9666
O 7.1368 10.1772 15.8602
H 9.2114 11.6112 14.9947
H 9.8079 10.2158 14.0173
H 9.9090 10.1817 15.7337
H 8.1396 9.2364 13.0986
H 6.6540 8.7309 13.9208
N -3.3675 10.1494 19.3219
C -2.0321 10.4733 19.2789
C -1.4295 11.2598 20.3308
C -0.0769 11.1983 20.5267
C 0.6737 10.4722 19.5826
C 0.1296 9.9030 18.3957
C -1.2666 9.9363 18.2643
S 2.2358 9.9267 20.0745
O 2.9046 11.0140 20.7587
O 2.0628 8.6072 20.6253
N 3.1148 9.6925 18.7122
C 3.6300 10.5563 17.9199
S 3.3981 12.3175 18.1597
C 4.1381 12.6037 16.6824
C 4.4854 11.4247 16.0436
N 4.2795 10.3165 16.7560
H -3.8718 10.2121 20.1967
H -3.7322 9.3653 18.7816
H -2.1337 11.8669 20.9587
H 0.4428 11.6476 21.3749
H 0.7767 9.2433 17.8423
H -1.6415 9.4891 17.3143
H 4.2713 13.6289 16.2966
H 4.9979 11.4170 15.0801
*
```

***

2 unconnected molecules or ions with the total composition C27H24Cl6N2O. Source: the Open Molecules 2025 dataset; level of theory: wB97M-V/def2-TZVPD.

The LUMO energy comes out at -0.094 Ha. As for the highest occupied orbital energy: -4.65 eV. Its HOMO-LUMO gap is 2.11 eV. The value obtained for the electronic energy is -3988.97320 a.u. The energy above the lowest of the compared OMol25 structures with the same formula, charge and spin comes out at 78.1 kcal/mol.

```
! RIJCOSX wB97M-V def2-TZVPD def2/J DEFGRID3
* xyz 0 1
Cl 2.1731 -1.1295 -0.4606
C 2.9190 -3.1726 -0.3808
Cl 1.4497 -4.1376 -0.3015
C 3.6092 -3.4056 -1.7102
O 2.9419 -3.6040 -2.7149
C 5.0833 -3.4351 -1.7022
Cl 5.8198 -3.5065 -3.2308
C 5.8057 -3.4793 -0.5226
Cl 7.5133 -3.5950 -0.5746
C 5.1321 -3.4283 0.7428
Cl 6.0567 -3.5966 2.1703
C 3.7471 -3.2754 0.8060
Cl 2.9692 -3.1871 2.3211
C -3.9848 -2.5416 4.9886
C -3.3058 -1.6201 4.0196
C -2.4549 -2.1404 3.0478
C -1.7216 -1.2928 2.1754
C -0.8553 -1.7769 1.1729
C -1.8833 0.1176 2.3427
N -1.0583 0.9180 1.5313
C -0.5570 0.5540 0.3389
N -0.1182 1.6429 -0.3175
C 0.0801 1.7567 -1.7206
C -0.9939 1.4777 -2.5787
C -2.3263 1.0117 -2.0927
C -0.8457 1.8270 -3.9255
C 0.3279 2.4117 -4.4110
C 0.4617 2.7289 -5.8734
C 1.3557 2.7197 -3.5126
C 1.2412 2.4015 -2.1544
C 2.3247 2.7886 -1.1986
C -0.1960 2.7309 0.5719
C -0.7338 2.2833 1.7128
C -2.8820 0.6435 3.1790
C -3.3576 2.0607 3.0945
C -3.5140 -0.2358 4.0748
H -4.7135 -1.9941 5.5879
H -4.5004 -3.3500 4.4614
H -3.2686 -3.0207 5.6662
H -2.3165 -3.2218 2.9737
H -0.6452 -0.4185 -0.1484
H 0.2279 -1.6770 1.3002
H -1.2010 -2.5330 0.4633
H -2.8308 0.5110 -2.9263
H -2.2757 0.3100 -1.2540
H -2.9636 1.8621 -1.8045
H -1.6854 1.6675 -4.6038
H 1.4776 3.0662 -6.1053
H 0.2353 1.8435 -6.4804
H -0.2432 3.5124 -6.1837
H 2.2586 3.2340 -3.8531
H 3.1636 3.1676 -1.7960
H 2.0148 3.6052 -0.5284
H 2.6907 1.9387 -0.6047
H 0.0667 3.7230 0.2401
H -0.9760 2.8107 2.6175
H -4.3655 2.1161 3.5248
H -2.7288 2.7482 3.6745
H -3.4311 2.4228 2.0596
H -4.2130 0.1617 4.8120
*
```

***

A molecular structure, C27H24NO2OsP. Source: the Open Molecules 2025 dataset; level of theory: wB97M-V/def2-TZVPD.

The LUMO energy comes out at -0.300 Ha. As for the highest occupied orbital energy: -15.26 eV. Its HOMO-LUMO gap is 7.09 eV. The value obtained for the electronic energy is -1679.97419 a.u. The energy above the lowest of the compared OMol25 structures with the same formula, charge and spin comes out at 6.2 kcal/mol.

```
! RIJCOSX wB97M-V def2-TZVPD def2/J DEFGRID3
* xyz 2 1
Os -0.5478 0.4855 1.0864
O 3.1868 1.5810 0.2224
C 2.0120 1.4006 0.2366
O 1.3942 0.4085 0.8970
C 1.0321 2.3079 -0.4514
C 1.4460 3.3633 -1.2328
C 0.4860 4.1525 -1.8468
C -0.8537 3.8522 -1.6421
C -1.1994 2.7854 -0.8389
N -0.2712 2.0136 -0.2484
H 2.5086 3.5339 -1.3401
H 0.7740 4.9871 -2.4716
H -1.6370 4.4405 -2.0988
H -2.2350 2.5361 -0.6625
C -2.9359 0.0817 -2.4121
C -4.0395 0.7669 -1.6550
C -5.1157 1.3232 -2.3346
C -6.1820 1.8946 -1.6540
C -6.2036 1.9180 -0.2666
C -5.1386 1.3890 0.4387
C -4.0511 0.8377 -0.2488
P -2.7326 0.0240 0.6361
C -2.4806 0.7819 2.2666
C -2.9074 2.1339 2.4134
C -2.9207 2.7297 3.6470
C -2.4782 2.0038 4.7612
C -1.9558 0.7255 4.6257
C -1.9304 0.1050 3.3871
C -1.0836 -1.1112 3.1516
C -2.8203 -1.7284 0.4823
C -3.9568 -2.5260 0.6087
C -3.8143 -3.8960 0.4780
C -2.5576 -4.4407 0.2140
C -1.4346 -3.6352 0.0652
C -1.5564 -2.2585 0.1875
C -0.4043 -1.3113 -0.0180
H -2.9881 0.3176 -3.4730
H -3.0163 -1.0037 -2.3129
H -1.9436 0.3772 -2.0603
H -5.1259 1.2953 -3.4169
H -7.0086 2.3130 -2.2126
H -7.0463 2.3414 0.2620
H -5.1592 1.3933 1.5214
H -3.2557 2.6801 1.5469
H -3.2653 3.7478 3.7616
H -2.4888 2.4698 5.7385
H -1.5180 0.2264 5.4804
H -0.5505 -1.4003 4.0542
H -0.2662 -0.8977 2.4053
H -1.6416 -1.9606 2.7612
H -4.9257 -2.0862 0.8110
H -4.6732 -4.5439 0.5842
H -2.4550 -5.5135 0.1171
H -0.4726 -4.0791 -0.1582
H -0.3030 -1.0409 -1.0705
H 0.5424 -1.7485 0.3016
*
```